Record 1
Molecular formula: C23H26N7O10
Method: DFT, ωB97M-V/def2-TZVPD

spin multiplicity: 1
charge: +1
E_tot: -2027.6397 a.u.

```
66
Properties=species:S:1:pos:R:3:forces:R:3
O 3.954 -4.171 -2.351 -0.691 0.992 0.379
O -0.498 -7.505 -3.516 -1.076 0.379 1.308
O -6.151 -7.001 1.159 0.937 1.334 0.842
O -2.923 -7.996 -2.258 1.680 1.920 0.951
O -0.555 -2.642 0.981 -0.149 0.215 0.798
O 0.630 3.929 3.307 0.095 -0.146 0.302
O 1.724 7.460 -0.715 0.156 -0.333 0.198
N -3.686 -6.514 -0.080 -0.167 -0.222 -0.053
O 2.981 -2.395 -1.363 0.163 -0.051 -0.030
O -5.817 -5.411 2.723 0.810 -0.154 -0.752
O -1.698 -3.056 2.880 0.240 -0.730 -1.378
C 2.983 -3.663 -1.832 1.087 -1.669 -0.528
C -0.870 -6.886 -2.521 2.793 -0.322 -2.613
C -5.443 -6.126 1.629 -1.802 -2.144 -1.094
C -2.151 -7.125 -1.846 -3.107 -2.517 -0.588
C -1.354 -3.331 1.598 -0.018 0.306 -0.209
C 0.737 4.736 2.399 -1.662 -0.283 0.946
C 2.045 6.848 0.294 -0.961 0.514 -0.766
C 1.312 -5.451 -2.490 -0.921 -0.668 -0.088
C 0.002 -5.846 -1.991 1.027 0.240 -0.533
C 1.753 -4.437 -1.684 -1.764 -0.604 0.522
C -0.330 -5.077 -0.899 1.056 0.236 -0.188
C 0.080 0.284 -1.144 0.560 0.279 -0.500
C -4.121 -5.823 0.985 1.980 0.970 -0.523
C -2.501 -6.275 -0.673 -0.940 1.291 2.055
C -3.316 -4.799 1.488 0.004 0.242 0.345
C -1.632 -5.244 -0.192 0.844 1.007 0.547
C -2.066 -4.464 0.932 -1.241 -1.328 0.246
N 0.385 -0.976 -1.122 0.550 -1.606 -0.510
N 0.774 -4.249 -0.713 -0.598 1.025 1.019
N 2.395 7.457 1.432 0.529 -0.092 0.814
N 0.646 1.089 -2.025 0.133 0.873 -0.871
N 1.790 4.644 1.579 1.590 0.779 -1.499
N -0.782 0.697 -0.256 -1.001 1.350 0.698
C -0.339 5.790 2.211 0.260 -0.193 -0.131
C 2.424 8.908 1.626 -0.086 -0.107 -0.353
C 0.533 2.558 -2.062 0.405 0.051 0.662
C 1.423 3.182 -0.981 -0.240 0.412 0.078
C 1.188 4.690 -0.845 0.368 0.039 -0.048
C 2.053 5.309 0.280 -0.255 -0.585 0.270
H 3.909 -2.127 -1.494 -0.126 0.260 0.119
H -6.679 -5.782 2.978 0.126 0.078 -0.037
H -1.137 -2.334 3.200 -0.007 0.058 -0.072
H 1.829 -5.873 -3.353 -0.285 0.191 0.382
H -3.701 -4.251 2.344 0.239 -0.001 -0.107
H 1.130 -1.341 -1.696 -0.024 -0.127 0.185
H -0.053 -1.573 -0.439 0.089 -0.339 -0.010
H 0.865 -3.604 0.074 -0.093 -0.433 -0.611
H 2.648 6.871 2.211 -0.022 0.037 0.002
H 1.242 0.663 -2.716 -0.013 -0.036 0.069
H 2.451 3.940 1.874 -0.077 0.000 -0.018
H -1.191 0.048 0.390 -0.061 0.080 0.137
H -1.050 1.664 -0.246 -0.236 -0.039 0.251
H 0.014 6.741 2.601 -0.006 0.128 -0.106
H -1.222 5.492 2.774 0.200 -0.076 -0.009
H -0.608 5.902 1.166 0.004 0.262 -0.176
H 3.074 9.164 2.465 -0.083 -0.200 -0.112
H 1.417 9.277 1.830 0.058 0.059 -0.025
H 2.798 9.402 0.726 -0.088 -0.157 0.121
H 0.850 2.928 -3.040 -0.235 -0.321 0.009
H -0.504 2.861 -1.906 -0.061 -0.069 -0.184
H 2.470 2.999 -1.229 0.041 -0.126 0.056
H 1.202 2.699 -0.029 0.116 -0.117 0.113
H 0.133 4.876 -0.650 -0.099 0.139 -0.012
H 1.443 5.159 -1.798 -0.100 0.247 0.154
H 3.089 5.083 0.021 0.154 -0.203 0.155
```
Positions in Å, forces in eV/Å.

---

Record 2
Molecular formula: C5H14N3W
Method: DFT, ωB97M-V/def2-TZVPD

spin multiplicity: 3
charge: +1
E_tot: -429.8385 a.u.

```
23
Properties=species:S:1:pos:R:3:forces:R:3
C -0.595 1.171 -2.970 1.341 -0.448 -1.793
W -1.683 -0.007 -0.538 -0.978 0.638 -1.351
N -3.335 0.864 0.383 -1.322 0.853 0.325
H -2.537 -1.200 -1.447 0.263 -0.357 -0.002
H -4.039 0.151 0.554 -0.106 -0.236 0.170
H -0.902 2.228 -2.790 0.044 -1.270 0.468
H -0.958 0.853 -3.984 -0.467 0.065 1.207
H -0.739 0.267 -2.236 0.021 1.353 -1.501
H 0.495 1.164 -3.236 -0.610 0.181 0.883
H -3.141 1.298 1.276 -0.027 0.113 0.328
H -3.809 1.586 -0.176 0.207 -0.283 0.134
C 3.006 -1.801 1.274 0.589 -0.406 0.282
N 1.905 -0.867 1.190 -0.014 -0.019 0.284
C 1.686 0.232 2.005 -0.166 -0.297 -0.706
C 0.523 0.807 1.589 0.710 -1.563 -0.652
N 0.016 0.011 0.545 1.565 -0.699 0.911
C 0.891 -1.001 0.330 0.009 1.917 1.378
H 3.969 -1.296 1.283 -0.091 0.219 -0.177
H 2.964 -2.395 2.186 -0.242 0.007 0.010
H 2.967 -2.471 0.421 0.018 0.014 -0.018
H 2.379 0.484 2.786 0.039 0.112 0.024
H 0.080 1.701 1.957 -0.476 0.279 0.019
H 0.855 -1.780 -0.403 -0.308 -0.173 -0.222
```
Positions in Å, forces in eV/Å.

---

Record 3
Molecular formula: C4H13N2O
Method: DFT, ωB97M-V/def2-TZVPD

spin multiplicity: 2
E_tot: -344.8083 a.u.

```
20
Properties=species:S:1:pos:R:3:forces:R:3
C -0.254 0.818 -2.132 0.595 -0.077 0.404
C 0.781 0.207 -1.152 -1.192 -1.256 -0.654
C 0.088 -0.579 -0.083 0.984 0.333 1.272
C 0.287 -1.908 0.235 -0.571 -0.573 -0.444
N -0.140 -2.386 1.521 -0.170 0.414 0.000
N -0.979 0.069 0.734 0.502 0.368 -0.718
H -0.717 -0.013 -2.661 -0.037 0.097 -0.179
H -1.059 1.352 -1.621 0.094 0.235 0.003
H 0.229 1.497 -2.834 -0.181 0.018 -0.100
H 1.591 0.867 -0.842 -0.158 0.377 0.133
H 1.254 -0.606 -1.719 0.337 0.289 -0.044
H 0.715 -2.613 -0.470 0.210 0.080 0.061
H 0.521 -2.189 2.279 0.143 -0.110 -0.005
H -0.393 -3.359 1.526 0.052 -0.124 -0.005
H -1.733 0.455 0.129 -0.259 0.201 0.243
H -0.580 0.818 1.314 -0.313 -0.178 -0.321
H -1.361 -0.682 1.310 0.025 -0.238 0.244
H -0.052 3.097 1.819 0.257 -0.065 -0.167
H 1.364 2.688 1.378 0.278 0.005 0.059
O 0.439 2.468 1.269 -0.597 0.201 0.219
```
Positions in Å, forces in eV/Å.

---

Record 4
Molecular formula: C2H14O5
Method: DFT, ωB97M-V/def2-TZVPD

spin multiplicity: 1
SMILES: CCO.O.O.O.O
E_tot: -460.7380 a.u.

```
21
Properties=species:S:1:pos:R:3:forces:R:3
C 0.904 -0.169 -3.147 2.419 2.986 2.690
O 0.819 -0.396 -1.702 -0.800 0.120 -1.738
C 2.340 -0.458 -3.371 2.477 0.483 -2.679
H 0.288 -0.797 -3.721 -0.972 -0.938 -0.569
H 0.696 0.943 -3.364 -0.011 -1.581 0.156
H -0.121 -0.331 -1.642 -1.178 -0.077 1.479
H 2.648 -1.419 -2.899 -0.384 0.298 -1.131
H 2.512 -0.256 -4.482 -0.106 -1.645 0.764
H 3.185 0.222 -3.108 -1.370 0.304 1.083
H 2.524 0.468 4.833 0.741 -0.358 0.447
H 2.835 1.649 3.863 1.228 0.536 -0.243
O 2.173 1.093 4.220 -1.986 -0.183 -0.212
H -2.869 0.476 2.900 -0.543 -0.590 -0.876
H -4.198 0.144 2.175 -0.904 0.313 -0.033
O -3.287 -0.101 2.218 1.569 0.195 0.839
H -0.153 1.045 0.686 -0.324 1.062 -0.454
H -1.406 0.625 0.204 -1.373 -1.041 -0.505
O -0.957 1.447 0.276 1.742 0.091 0.902
H -1.292 -2.388 0.577 -0.013 1.146 -0.751
H -2.065 -1.155 1.003 0.343 -0.110 -0.903
O -1.503 -1.477 0.248 -0.556 -1.012 1.734
```
Positions in Å, forces in eV/Å.